# 1
Density functional theory data (ωB97M-V/def2-TZVPD) for a molecular structure, C4H9N3O in a non-equilibrium geometry.

ORCA input file:
```
! RIJCOSX wB97M-V def2-TZVPD def2/J DEFGRID3
* xyz 0 1
H 2.96 -1.35 -0.35
N -2.69 0.60 0.10
H -0.51 -2.07 -0.81
H 1.41 2.27 0.29
H 2.55 -0.19 1.34
N -0.02 0.02 -0.03
C 2.13 -0.98 0.43
H -4.54 0.72 1.00
C 1.91 1.29 -0.31
O -2.19 -0.50 -0.56
H 2.15 1.80 -1.46
C -0.86 -0.72 -0.60
H -4.68 -0.53 -0.19
N 1.25 0.03 -0.34
C -3.95 0.30 0.25
H 1.72 -1.88 0.93
H 3.36 1.18 0.30
*
```

## Properties
HOMO   -7.969 eV
Kohn-Sham gap   8.610 eV
Relative energy (zero: lowest compared OMol25 entry of this formula, charge and spin)   247.3 kcal/mol

# 2
Density functional theory data (ωB97M-V/def2-TZVPD) for a single C3H3ClF2 molecule in a non-equilibrium geometry.

ORCA input file:
```
! RIJCOSX wB97M-V def2-TZVPD def2/J DEFGRID3
* xyz 0 1
C 1.08 -0.41 0.15
C -0.14 0.46 -0.08
H 1.02 -1.62 -0.11
F -2.23 1.39 -0.17
F 2.31 -0.05 -0.45
Cl -2.33 -0.97 -0.24
H 1.30 -0.47 1.27
C -1.44 0.34 -0.01
H 0.43 1.33 -0.36
*
```

## Properties
HOMO   -9.649 eV
Kohn-Sham gap   10.326 eV
Relative energy (zero: lowest compared OMol25 entry of this formula, charge and spin)   42.6 kcal/mol
SMILES string   FC/C=C(/F)Cl

# 3
Density functional theory data (ωB97M-V/def2-TZVPD) for a single C5H5NO molecule in a non-equilibrium geometry.

ORCA input file:
```
! RIJCOSX wB97M-V def2-TZVPD def2/J DEFGRID3
* xyz 0 1
H -0.06 2.55 1.01
C 0.03 -1.46 -1.09
H -0.78 -0.68 -2.76
H -0.82 1.10 1.82
C 0.09 0.50 0.17
H 0.92 1.54 1.95
N -0.52 0.74 -0.96
O 0.61 -1.59 1.22
C 0.36 -0.98 0.24
H 0.48 -2.68 -1.06
C 0.10 1.50 1.27
C -0.42 -0.54 -1.81
*
```

## Properties
HOMO   -9.880 eV
Kohn-Sham gap   9.121 eV
Relative energy (zero: lowest compared OMol25 entry of this formula, charge and spin)   66.8 kcal/mol
SMILES string   CC1=NC=CC1=O

# 4
Density functional theory data (ωB97M-V/def2-TZVPD) for 11 unconnected molecules or ions with the total composition C25H41Cl20N2O4P in a non-equilibrium geometry.

ORCA input file:
```
! RIJCOSX wB97M-V def2-TZVPD def2/J DEFGRID3
* xyz 0 1
Cl 1.39 9.51 3.07
H -1.50 4.02 0.42
H -2.18 -1.65 -2.03
H -1.69 0.56 -3.19
H -2.94 4.06 -5.35
H 1.51 3.68 4.18
H -0.27 -6.76 5.96
H -4.52 -2.69 0.99
H -2.35 -3.76 7.45
C -3.16 3.02 -5.11
C -3.98 1.78 -1.28
C 3.95 1.35 0.64
H 4.07 2.81 -1.16
H 0.12 -3.63 4.08
C 2.35 1.02 0.55
Cl -0.67 -1.75 5.26
H 2.06 3.76 -4.18
H 5.53 2.79 -0.05
H 2.19 0.14 1.27
P -0.89 -1.37 -2.60
C -0.13 -2.61 3.82
Cl 3.51 -0.26 -6.36
Cl -4.65 -3.28 7.20
H 3.99 3.59 0.56
C 1.79 -0.80 -1.35
C -0.17 -1.74 0.32
H 0.63 -1.26 1.01
N 2.88 -1.63 -0.69
H 4.76 -2.23 -6.03
Cl 2.32 5.41 2.80
Cl 0.01 3.68 2.36
H 0.32 9.56 5.17
H 3.20 -2.25 -5.15
Cl -0.29 3.99 -4.31
H 1.53 5.45 -3.97
H -0.93 -2.60 3.08
H 4.21 1.48 1.76
H 0.45 5.10 4.19
H 3.75 -1.18 -1.00
O 2.00 -1.18 -2.76
C 0.48 8.80 4.41
C 1.85 0.74 -0.96
C 1.05 4.45 3.57
H -1.72 -6.32 6.89
C -0.87 -5.93 6.32
H -2.70 -2.03 7.68
C -3.04 -3.04 7.89
H -3.86 -0.54 -1.01
H -0.70 -2.37 -3.65
C 1.90 -6.37 -5.45
Cl 2.61 -7.64 -6.45
N -0.78 0.07 -3.30
H 0.88 1.32 -1.19
Cl -4.78 2.62 -5.71
Cl -3.06 2.79 -3.36
Cl 2.98 -2.92 -7.41
H 2.65 1.22 -1.65
H 2.19 -5.40 -5.85
H -4.86 -4.38 0.54
Cl -4.39 -3.04 -1.34
Cl 0.12 -4.93 7.38
H -2.43 2.37 -5.60
H -0.23 -2.85 0.65
C -5.03 -3.34 0.28
Cl -1.48 -5.01 4.94
O 0.93 -2.93 -1.56
C 1.84 -2.63 -2.65
Cl 1.30 -1.83 3.11
C 3.70 -1.99 -6.09
C -2.11 0.40 0.18
Cl 1.41 4.23 -1.96
Cl 0.13 -6.48 -5.44
C 1.32 4.41 -3.71
Cl -3.05 -3.28 9.65
C 4.37 2.73 -0.07
H -4.89 1.68 -1.95
C -1.60 -1.06 0.62
C -3.37 0.45 -0.74
H -0.47 8.44 4.04
O 2.43 -3.48 -3.37
Cl -6.77 -3.01 0.35
O -2.40 -1.75 1.32
H 4.58 0.45 0.29
H 2.78 -1.63 0.33
H 1.81 1.92 1.03
C -3.27 3.10 -0.86
H 2.26 -6.47 -4.43
H -0.51 1.66 1.33
C -1.42 1.71 0.63
H -3.68 4.08 -1.27
Cl 1.36 7.44 5.14
C 0.39 -1.61 -1.18
C -2.03 3.06 0.08
*
```

## Properties
HOMO   -8.487 eV
Kohn-Sham gap   8.093 eV
SMILES string   CCCC[C@]1(N)OC(=O)O[C@]1(CC(=O)c1ccccc1)[PH2]=N.ClCCl.ClCCl.ClCCl.ClCCl.ClCCl.ClCCl.ClCCl.ClCCl.ClCCl.ClCCl

# 5
Density functional theory data (ωB97M-V/def2-TZVPD) for 2 unconnected molecules or ions with the total composition C4H12NO in a non-equilibrium geometry.

ORCA input file:
```
! RIJCOSX wB97M-V def2-TZVPD def2/J DEFGRID3
* xyz 0 2
H 1.43 0.30 0.54
C -1.35 -0.83 -0.75
H -0.16 -1.00 1.07
C 1.03 -0.20 -0.44
H 0.92 0.66 4.02
O 0.91 0.55 3.09
H -2.13 -1.06 -0.10
H 0.34 0.31 -2.30
N 0.32 0.70 -1.37
H -1.88 1.23 -1.55
H -1.38 -1.39 -1.64
H 0.29 -2.32 -0.04
C -1.17 0.61 -0.92
H 1.38 1.31 2.69
H 1.97 -0.47 -1.00
C 0.01 -1.25 0.02
H -1.26 1.13 0.09
H 0.75 1.70 -1.41
*
```

## Properties
HOMO (alpha / beta)   -3.249 / -11.679 eV
⟨S²⟩   0.75
Kohn-Sham gap (alpha / beta)   4.031 / 12.288 eV
Relative energy (zero: lowest compared OMol25 entry of this formula, charge and spin)   53.3 kcal/mol

# 6
Density functional theory data (ωB97M-V/def2-TZVPD) for 2 unconnected molecules or ions with the total composition C4H12NOS in a non-equilibrium geometry.

ORCA input file:
```
! RIJCOSX wB97M-V def2-TZVPD def2/J DEFGRID3
* xyz -2 2
H -0.92 0.94 1.75
C -1.33 -0.06 1.58
H -2.67 2.23 0.01
H 0.87 0.43 -1.49
H -1.76 2.70 1.00
H 3.21 -0.11 -0.47
H -1.23 -0.68 2.45
H 2.89 -1.78 -0.90
N 0.70 -0.87 0.23
H -1.02 -0.07 -0.54
C 1.20 -0.55 -1.12
H 3.12 -0.67 -2.21
O -2.30 3.09 0.30
H 1.09 -0.17 0.86
H 0.72 -1.33 -1.76
C 2.69 -0.72 -1.21
H -1.29 -1.69 -0.01
C -0.80 -0.76 0.29
S -3.18 0.06 1.24
*
```

## Properties
HOMO (alpha / beta)   3.778 / -0.594 eV
⟨S²⟩   0.75
Kohn-Sham gap (alpha / beta)   1.956 / 6.313 eV
Relative energy (zero: lowest compared OMol25 entry of this formula, charge and spin)   7.5 kcal/mol

# 7
Density functional theory data (ωB97M-V/def2-TZVPD) for a single C5H12O molecule in a non-equilibrium geometry.

ORCA input file:
```
! RIJCOSX wB97M-V def2-TZVPD def2/J DEFGRID3
* xyz 0 1
C 0.13 0.56 0.11
H 2.03 -0.44 -0.11
C 1.67 0.57 0.11
H 0.30 -1.14 -1.16
H -0.97 -2.71 0.00
H -1.31 -0.47 -1.20
H 2.05 0.78 1.10
H -0.26 -1.07 2.17
C -0.48 -0.70 -0.53
O -0.17 -1.84 1.62
H -0.23 0.80 1.11
C -0.38 1.79 -0.69
H -1.42 1.67 -1.02
H -2.05 -1.64 0.71
C -0.98 -1.74 0.48
H 0.12 1.85 -1.67
H 2.05 1.02 -0.81
H -0.10 2.72 -0.22
*
```

## Properties
HOMO   -10.257 eV
Kohn-Sham gap   11.283 eV
Relative energy (zero: lowest compared OMol25 entry of this formula, charge and spin)   24.7 kcal/mol
SMILES string   CC(C)CCO

# 8
Density functional theory data (ωB97M-V/def2-TZVPD) for a molecular structure, C29H43BCaF5N7O2PSi.

ORCA input file:
```
! RIJCOSX wB97M-V def2-TZVPD def2/J DEFGRID3
* xyz -1 1
C -2.41 -1.52 0.14
H 0.73 -4.67 3.88
C -4.65 -1.74 1.23
C -0.67 2.74 4.27
C 1.65 -2.64 0.73
C -2.49 2.68 2.74
N 0.65 3.48 -1.70
H -1.58 3.34 -4.74
H 1.38 3.02 -4.11
H 1.33 -0.46 -2.78
C 1.97 3.08 -1.21
C 1.37 -4.78 1.82
H -6.55 -2.03 2.21
H -1.93 2.08 0.74
H 1.23 -2.01 4.96
N -1.71 3.03 -2.65
H -1.69 -2.14 -0.42
H 0.12 4.33 0.17
N 0.39 1.38 -3.26
H 1.97 2.95 -0.12
C 4.75 -2.82 -0.20
H 3.88 -3.22 -3.43
H 1.10 1.66 -5.21
C -2.97 2.30 -2.68
C -3.55 -2.34 0.62
O -2.16 -0.64 2.34
N 1.25 -2.04 1.88
H 5.66 -2.95 -0.80
C -3.52 -3.73 0.56
H 0.30 -0.47 -4.23
H 0.32 -0.92 3.90
H 0.79 5.45 -1.03
C 0.15 2.37 3.21
H -0.87 4.86 -1.22
H 2.36 1.56 -3.97
H 1.22 2.26 3.35
H 1.94 -4.55 -0.24
F 4.24 2.18 0.57
C -4.55 -4.51 1.06
N 1.96 -1.81 -0.30
H 5.09 -0.54 -2.05
H -2.66 -4.22 0.11
H 2.71 3.86 -1.45
H -3.01 1.60 -1.84
H -2.71 3.18 4.82
O -0.80 1.30 -0.99
F -6.65 -4.62 2.14
H 2.14 -3.08 -3.20
C 0.40 -0.08 -3.21
H -0.46 -2.35 4.55
Ca 0.78 -0.02 0.77
C -1.58 -0.74 1.27
H 3.63 -0.33 -3.00
H -3.80 3.00 -2.60
H -4.69 -0.66 1.31
C 0.99 -4.13 2.99
C 3.08 -3.30 -2.69
H -0.42 -0.45 -2.61
H 3.04 -4.34 -2.37
C 0.48 -1.96 4.16
F 4.56 0.97 2.49
B 3.75 1.84 1.82
H 4.99 -2.14 0.62
H -2.36 4.64 -3.82
C 1.68 -4.06 0.69
H -0.25 2.90 5.25
H -2.72 -0.73 -0.55
C -2.02 2.90 4.03
Si 3.36 -2.12 -1.24
F 3.45 2.97 2.57
C -3.88 2.85 2.42
H -3.08 1.74 -3.61
C -5.63 -3.87 1.64
H -4.53 -5.59 1.01
C 0.93 -2.74 2.96
C -1.55 3.90 -3.80
H 2.31 2.16 -1.67
H 4.50 -3.79 0.24
H 1.40 -5.86 1.78
N -0.30 2.15 1.98
F 2.45 1.17 1.59
N -4.99 3.00 2.17
C -1.60 2.29 1.75
C 0.13 4.59 -0.90
H -0.60 4.44 -3.75
C -5.70 -2.49 1.74
H 3.75 0.36 -1.37
C 1.36 1.94 -4.18
P -0.37 2.23 -2.07
C 4.00 -0.50 -1.99
*
```

## Properties
HOMO   -3.566 eV
Kohn-Sham gap   5.846 eV
Relative energy (zero: lowest compared OMol25 entry of this formula, charge and spin)   32.7 kcal/mol

# 9
Density functional theory data (ωB97M-V/def2-TZVPD) for a molecular structure, C7H10N4O in a non-equilibrium geometry.

ORCA input file:
```
! RIJCOSX wB97M-V def2-TZVPD def2/J DEFGRID3
* xyz 0 1
H -1.31 -3.26 2.39
H 2.44 2.84 1.18
N -0.75 -1.82 0.86
N -2.69 -1.13 -0.29
C 0.67 0.13 -0.70
H -4.57 -2.07 0.18
H -1.23 0.57 -1.65
H 3.09 1.36 -1.59
N 1.04 1.52 -0.71
H 4.08 3.45 -0.27
O 1.53 -0.69 -0.29
C -3.52 -1.99 0.33
H 2.24 2.76 -1.91
C 3.36 2.46 0.21
H 3.76 1.39 0.61
C -1.40 -0.96 0.01
C -3.04 -2.71 1.31
H -3.78 -3.37 1.93
C 2.38 2.09 -1.03
H 0.11 2.20 -1.20
N -0.73 -0.16 -0.93
C -1.67 -2.63 1.56
*
```

## Properties
HOMO   -9.355 eV
Kohn-Sham gap   9.781 eV
Relative energy (zero: lowest compared OMol25 entry of this formula, charge and spin)   117.0 kcal/mol

# 10
Density functional theory data (ωB97M-V/def2-TZVPD) for a molecular structure, C58H67N4O3 in a non-equilibrium geometry.

ORCA input file:
```
! RIJCOSX wB97M-V def2-TZVPD def2/J DEFGRID3
* xyz 1 1
H -1.35 -8.53 1.35
C -0.56 1.34 3.86
H 3.56 -8.90 5.31
C -1.26 -5.23 5.52
C -1.53 -2.14 0.68
C 0.29 -8.29 3.35
C 4.77 -8.74 2.27
H -4.30 -5.07 0.04
C 2.14 -6.15 -0.07
C 0.95 -2.87 -3.46
C -4.02 -4.00 1.87
C 0.28 -4.02 3.92
H 3.79 -10.73 -0.25
O 6.23 -8.34 -1.09
H 0.27 -8.41 0.06
H 0.95 -9.12 -1.40
H 4.52 -5.66 2.64
H -4.84 -3.31 1.68
C 3.48 -5.76 0.24
C 0.50 -6.73 1.72
C 2.37 -8.53 1.96
C 2.43 -9.59 1.00
C -2.78 -5.99 1.27
H 0.46 -2.85 -4.43
H 2.19 -11.12 -1.43
C 2.82 -2.24 -2.08
C 3.74 -7.25 3.91
C -0.26 -10.37 6.42
C -2.05 -7.08 -0.83
C 2.26 -2.94 -1.02
C 4.86 -9.60 1.20
C -1.16 -4.21 4.38
H 4.84 -5.44 4.38
H -1.01 -10.42 7.21
C 2.13 -2.13 -3.29
H -1.03 -6.78 -0.56
C 1.92 -6.75 -1.34
H -2.00 -8.00 -1.44
C -1.82 -5.68 2.27
H 0.73 -11.99 -0.94
O 4.70 -9.29 -2.36
C 4.79 -6.18 3.57
H -4.39 -8.57 -0.48
C 2.50 -6.52 4.37
N -0.66 -6.54 2.47
H -2.48 -6.28 -1.45
H 2.77 -5.76 5.12
C 2.64 -1.26 -4.39
H 2.36 -10.24 3.54
C -2.88 -7.29 0.43
C -3.73 -5.01 0.96
H -0.69 -4.46 -0.22
H -1.64 -2.07 4.21
C -2.08 -4.61 3.19
C -0.43 -9.47 5.37
H 4.36 -7.46 5.98
H 5.24 -8.53 4.87
H 0.89 -11.64 2.08
H -4.98 -7.64 0.91
C -4.34 -7.59 0.02
C 2.97 -7.32 -2.04
H -2.28 -5.24 5.92
C -2.43 -8.54 1.18
C 1.20 -10.33 0.37
H 1.13 -0.07 2.61
H -0.54 -4.13 -2.53
C 1.64 -10.24 4.36
H -0.57 -9.76 -0.74
H -1.31 -8.82 5.32
H -4.75 -6.86 -0.67
H 3.78 -1.73 -1.96
C 1.01 -5.82 0.80
H 0.07 1.95 3.18
H 0.81 -4.68 1.01
H 2.67 -11.81 5.41
C -0.22 -2.64 0.79
C 3.54 -8.17 2.67
C -1.92 -1.01 1.37
H -1.01 -6.24 5.18
H 2.03 -6.00 3.53
C 4.26 -7.22 -1.49
C -0.99 -0.33 2.18
H 2.81 -3.00 -0.07
H -2.65 -9.44 0.59
H 0.09 0.73 4.50
H 2.22 -12.23 -0.02
H -0.82 -2.53 5.71
H -0.56 -4.95 6.32
C 0.73 -1.84 1.44
O -1.49 0.53 3.11
H 3.33 -0.50 -4.00
H 0.97 -4.09 4.77
H 3.66 -5.06 1.06
H 5.68 -8.50 2.81
C 1.80 -11.15 5.41
C 0.39 -3.57 -2.40
H 0.91 -6.79 -1.74
H 3.18 -1.84 -5.15
N 1.08 -7.90 2.26
H 1.78 -2.13 1.43
H 2.83 -7.89 -2.96
C 0.20 -3.90 0.08
H 1.82 -0.75 -4.90
H -0.16 -10.21 2.08
H 1.78 -7.19 4.85
H 0.56 -4.77 3.18
H -2.95 -0.65 1.35
H -2.26 -2.67 0.06
C 0.99 -3.51 -1.12
N 5.13 -8.33 -1.67
C 0.38 -0.67 2.10
C -1.57 -2.86 4.98
C 3.69 -10.01 0.57
C -3.26 -3.89 3.02
C 0.86 -11.22 6.44
H 0.40 -3.05 3.44
H -2.93 -8.63 2.15
H 5.82 -10.00 0.88
C 4.54 -6.29 -0.46
N -0.76 -7.50 3.47
C 0.54 -9.35 4.34
H 5.58 -6.09 -0.21
H 0.99 -11.93 7.26
C 0.31 -10.96 1.44
H -3.57 -3.16 3.77
H -1.19 1.99 4.47
H -0.49 -11.54 0.96
C 4.26 -8.09 5.08
C 1.62 -11.48 -0.56
H 5.79 -6.61 3.44
C 0.41 -9.35 -0.47
H -2.53 -2.92 5.51
*
```

## Properties
HOMO   -10.391 eV
Kohn-Sham gap   6.128 eV
Relative energy (zero: lowest compared OMol25 entry of this formula, charge and spin)   15.3 kcal/mol

# 11
Density functional theory data (ωB97M-V/def2-TZVPD) for a single C2H2N4O2 molecule in a non-equilibrium geometry.

ORCA input file:
```
! RIJCOSX wB97M-V def2-TZVPD def2/J DEFGRID3
* xyz 0 1
N 1.34 1.00 -0.13
C -2.33 0.34 -0.17
O 0.39 -1.05 0.37
H -3.15 1.03 -0.44
O -2.36 -0.85 -0.25
N 2.31 0.20 -0.23
C 0.08 0.22 0.32
H 1.24 2.18 -0.14
N 1.91 -0.95 -0.16
N -1.10 0.98 0.33
*
```

## Properties
HOMO   -9.614 eV
Kohn-Sham gap   9.611 eV
Relative energy (zero: lowest compared OMol25 entry of this formula, charge and spin)   139.0 kcal/mol
SMILES string   O=C/N=c1/[nH]nno1

# 12
Density functional theory data (ωB97M-V/def2-TZVPD) for a single C3H7NO molecule in a non-equilibrium geometry.

ORCA input file:
```
! RIJCOSX wB97M-V def2-TZVPD def2/J DEFGRID3
* xyz 0 1
H -1.11 1.26 1.96
C -1.40 0.22 1.89
H -1.91 -0.09 -0.15
H 1.85 0.75 -2.30
H -2.43 0.18 2.23
H 1.07 -0.59 0.65
C -1.14 -0.43 0.51
H -0.79 -0.35 2.64
N 0.51 0.20 -1.17
C 0.24 -0.21 -0.01
O 1.85 0.19 -1.49
H -1.20 -1.50 0.70
*
```

## Properties
HOMO   -9.715 eV
Kohn-Sham gap   10.898 eV
Relative energy (zero: lowest compared OMol25 entry of this formula, charge and spin)   58.6 kcal/mol
SMILES string   CC/C=N/O